Entry 1:
52
Properties=species:S:1:pos:R:3 method="wB97M-V/def2-TZVPD" gap_ev=9.2 multiplicity=1 homo_energy_ev=-9.4 de_lowest_kj_mol=71.6 lumo_ev=-0.157
C 0.855 -3.282 1.625
C -0.068 -3.363 0.399
N 0.167 -0.091 0.871
C -0.123 -0.885 -0.233
N -0.267 -2.123 -0.376
H 0.330 -3.346 2.583
H 1.201 -2.270 1.601
H 1.592 -4.077 1.671
H -1.117 -3.611 0.589
H 0.277 -4.108 -0.311
H 0.193 0.887 0.657
H 0.753 -0.526 1.565
H -0.444 -0.258 -1.068
H -2.447 1.867 2.493
H -1.365 2.195 1.495
O -1.488 1.879 2.401
H -0.039 1.669 3.320
H 0.516 1.126 4.655
O 0.700 1.765 3.961
H -0.994 1.860 -3.562
H -1.479 0.807 -2.564
O -0.689 1.268 -2.871
H 2.167 -2.110 -1.811
H 2.171 -0.699 -1.375
O 2.572 -1.518 -1.179
H 0.705 4.160 -1.696
H 1.931 3.310 -1.502
O 1.556 3.944 -2.108
H -3.652 -1.009 1.381
H -2.228 -0.402 1.709
O -3.147 -0.202 1.503
H 2.696 1.754 1.438
H 2.597 1.630 2.987
O 3.029 1.284 2.203
H -3.901 1.544 0.385
H -2.986 2.859 0.132
O -3.321 2.019 -0.177
H -2.430 -1.830 -1.787
H -3.051 -0.679 -1.074
O -2.858 -0.982 -1.964
H 0.822 -4.231 -2.268
H 0.015 -2.997 -2.113
O 0.415 -3.553 -2.820
H 2.549 -0.127 3.344
H 2.643 -1.113 2.371
O 2.136 -0.990 3.176
H -1.800 3.397 -1.371
H -0.781 2.381 -1.375
O -0.980 3.209 -0.901
H 1.650 0.619 -3.847
H 1.981 -0.870 -3.886
O 1.920 -0.110 -3.298

***

Entry 2:
53
Properties=species:S:1:pos:R:3 method="wB97M-V/def2-TZVPD" gap_ev=8.9 multiplicity=1 homo_energy_ev=-8.7 de_lowest_kj_mol=374.3 lumo_ev=0.158
O -3.037 2.094 2.134
C -2.483 1.536 1.222
C -2.471 2.245 -0.129
N -1.973 1.383 -1.266
C -0.590 1.650 -1.654
N 0.173 0.429 -1.967
H -1.853 0.659 1.427
H -1.661 2.964 0.006
H -3.487 2.492 -0.384
H -2.077 0.388 -1.064
H -0.564 2.295 -2.543
H 0.088 2.274 -1.041
H -0.268 0.013 -2.774
H 0.266 -0.099 -1.114
H 4.368 -0.385 -0.701
H 3.298 0.075 -1.811
O 3.503 -0.027 -0.892
H 2.145 0.134 2.740
H 2.127 1.043 3.974
O 1.613 0.385 3.497
H 3.168 -2.702 2.240
H 4.293 -2.836 1.194
O 3.495 -2.347 1.415
H 2.664 2.231 1.343
H 3.517 1.147 0.868
O 3.610 1.986 1.345
H -1.360 -1.784 1.920
H -2.477 -2.571 2.582
O -1.615 -2.183 2.758
H 0.955 2.360 0.118
H 0.747 1.769 1.496
O 1.165 2.512 1.052
H -0.070 -2.205 -1.378
H -0.440 -3.269 -2.542
O -0.666 -2.891 -1.692
H -2.205 -2.129 -1.752
H -3.499 -1.578 -2.339
O -2.614 -1.297 -2.095
H 1.785 -2.597 0.322
H 2.202 -1.170 -0.123
O 1.628 -1.919 -0.336
H -4.480 0.997 -1.141
H -5.283 -0.150 -0.302
O -4.477 0.131 -0.735
H 2.983 4.022 -0.315
H 2.746 3.767 -1.896
O 2.485 3.573 -0.998
H -1.148 -0.534 -5.038
H -1.931 -0.939 -3.725
O -1.298 -1.242 -4.409
H 0.719 -3.181 3.179
H 0.560 -4.654 2.755
O 1.211 -3.990 2.997

***

Entry 3:
52
Properties=species:S:1:pos:R:3 method="wB97M-V/def2-TZVPD" gap_ev="11.6 / 6.4" multiplicity=2 total_charge=+2 homo_energy_ev="-17.3 / -17.2" lumo_ev="-5.704 / -10.847"
N -2.765 -0.526 -0.521
C -1.980 -1.744 -0.117
C -0.504 -1.538 0.253
N -0.116 -0.162 -0.160
C 0.556 0.817 0.749
H -2.666 0.204 0.220
H -2.131 -0.134 -1.367
H -3.771 -0.783 -0.715
H -2.534 -2.246 0.828
H -2.087 -2.525 -0.811
H -0.306 -1.573 1.394
H 0.152 -2.294 -0.252
H 0.375 -0.176 -1.003
H 0.217 1.146 1.680
H 0.543 1.832 0.191
H 1.670 0.656 0.816
H -1.855 0.508 -3.649
H -1.224 -0.748 -3.253
O -2.109 -0.322 -3.221
H -1.289 -0.146 3.322
H -1.854 1.011 3.953
O -1.979 0.652 3.215
H -0.939 -2.214 3.068
H 0.219 -1.395 3.506
O -0.735 -1.521 3.685
H 3.597 -0.309 -1.690
H 2.536 0.849 -1.733
O 2.837 0.041 -1.064
H -1.548 2.574 -2.429
H -0.834 2.287 -1.030
O -0.897 2.034 -1.946
H 1.952 2.844 -1.949
H 0.890 2.061 -2.524
O 1.788 1.962 -2.390
H 0.072 3.850 2.021
H -1.121 3.308 1.232
O -0.257 3.723 1.090
H -2.129 1.278 1.703
H -3.119 2.256 1.527
O -2.386 1.870 1.046
H 1.320 -0.084 -3.553
H 1.702 -1.634 -3.006
O 1.053 -0.996 -3.177
H 2.637 -1.800 -1.161
H 3.349 -2.473 -2.427
O 2.629 -2.574 -1.851
H 2.490 -0.440 3.901
H 2.110 -1.133 2.614
O 1.647 -0.447 3.173
H 2.169 -1.529 0.471
H 2.489 -2.880 1.056
O 2.240 -1.990 1.253

***

Entry 4:
55
Properties=species:S:1:pos:R:3 method="wB97M-V/def2-TZVPD" gap_ev=9.0 multiplicity=1 homo_energy_ev=-9.0 de_lowest_kj_mol=370.5 lumo_ev=-0.062
C 0.626 -0.293 -0.149
C -0.273 0.786 0.430
S -1.733 1.159 -0.679
S -1.436 2.343 -2.201
C -0.914 1.368 -3.749
H 1.371 -0.688 0.625
H 1.436 0.139 -0.777
H 0.007 -1.110 -0.526
H -0.866 0.460 1.368
H 0.269 1.595 0.936
H -0.512 2.004 -4.498
H -0.345 0.569 -3.654
H -1.925 0.840 -4.204
H -1.544 2.910 3.567
H -0.529 3.027 2.484
O -0.827 2.297 3.303
H 2.020 3.344 -1.112
H 2.882 3.215 0.041
O 2.119 3.856 -0.350
H 0.034 -2.317 -3.384
H -0.305 -1.383 -4.510
O 0.335 -1.561 -3.890
H 3.966 0.157 2.381
H 3.731 1.423 3.326
O 4.074 1.173 2.491
H -4.182 -2.570 0.405
H -2.688 -2.305 0.534
O -3.460 -1.759 0.258
H -1.421 -2.994 0.990
H -0.231 -3.452 -0.191
O -1.234 -3.516 0.046
H 0.175 4.271 0.705
H -1.226 4.546 -0.088
O -0.703 4.557 0.734
H 0.289 -3.952 1.432
H 0.859 -2.989 2.602
O 1.095 -3.449 1.777
H -2.708 -0.919 2.198
H -2.549 0.652 2.564
O -2.910 -0.279 2.901
H -0.640 -0.972 2.462
H -1.701 -1.757 3.177
O -0.984 -1.885 2.502
H 2.350 -0.902 -3.964
H 1.790 0.362 -4.489
O 2.584 0.059 -4.119
H 2.965 0.879 -2.483
H 4.179 1.318 -1.740
O 3.371 1.612 -1.988
H -0.538 0.226 4.142
H 0.512 -0.404 5.034
O -0.183 -0.545 4.433
H -2.005 -2.506 -2.740
H -1.255 -3.451 -1.706
O -1.211 -3.191 -2.651

***

Entry 5:
60
Properties=species:S:1:pos:R:3 method="wB97M-V/def2-TZVPD" gap_ev=8.3 multiplicity=1 homo_energy_ev=-8.2 de_lowest_kj_mol=372.7 lumo_ev=0.165
C 0.630 2.878 0.633
C 0.460 1.455 0.181
C -0.641 0.925 -0.306
N -0.807 -0.422 -0.673
O -1.804 1.621 -0.596
H 1.185 3.091 1.541
H 1.098 3.369 -0.217
H -0.325 3.404 0.748
H 1.361 0.902 0.385
H -1.114 4.619 -2.485
H -1.062 -1.083 0.057
H -1.257 -0.540 -1.562
H 1.875 -4.356 -0.783
H 3.355 -4.760 -0.587
O 2.695 -4.623 -1.287
H 3.353 -3.019 -1.623
H 2.759 -1.730 -2.087
O 3.528 -2.052 -1.589
H -4.004 -1.275 0.286
H -5.048 -1.796 -0.742
O -4.141 -1.481 -0.659
H 0.644 0.487 -2.692
H 1.617 1.714 -2.700
O 1.560 0.754 -2.660
H -2.917 0.578 0.398
H -2.771 -0.090 1.706
O -3.457 0.307 1.155
H -1.396 2.967 1.831
H -0.849 3.845 3.010
O -0.750 3.638 2.079
H -2.874 -2.504 -0.081
H -1.447 -2.989 0.028
O -2.155 -2.634 0.587
H 2.289 0.527 2.950
H 3.764 0.477 3.497
O 3.235 0.426 2.696
H -1.570 1.218 -3.530
H -0.149 1.416 -4.349
O -0.671 1.593 -3.564
H 0.808 -3.171 0.803
H 0.407 -2.890 -0.614
O 0.571 -3.661 -0.033
H -0.638 3.227 -2.830
H -1.617 2.562 -0.804
O -0.773 3.821 -2.053
H 0.023 -0.786 1.624
H -1.095 -1.034 2.596
O -0.806 -0.345 1.972
H -3.501 -0.293 -2.563
H -2.720 0.857 -2.018
O -3.017 0.485 -2.863
H 4.211 -0.894 1.406
H 3.784 -1.515 0.084
O 3.833 -1.711 1.060
H 0.332 0.721 2.886
H 0.218 2.228 2.846
O 0.661 1.511 3.348
H 1.385 -2.328 2.698
H 2.361 -1.757 1.611
O 1.373 -1.885 1.847

***

Entry 6:
60
Properties=species:S:1:pos:R:3 method="wB97M-V/def2-TZVPD" gap_ev=10.4 multiplicity=1 homo_energy_ev=-10.4 de_lowest_kj_mol=59.0 lumo_ev=-0.012
C -0.374 -0.120 0.490
N 1.043 -0.519 0.747
C 1.805 0.611 1.311
C 3.272 0.224 1.547
O 4.148 0.905 1.105
H -1.030 -1.017 0.281
H -0.781 0.448 1.317
H -0.448 0.534 -0.419
H 1.079 -1.424 1.434
H 1.295 0.924 2.307
H 1.732 1.538 0.725
H 3.460 -0.707 2.134
H 2.645 2.550 -0.947
H 3.930 1.918 -0.349
O 3.557 2.247 -1.139
H -0.128 1.861 -3.565
H -0.032 0.547 -2.785
O 0.449 1.446 -2.901
H -3.450 -1.189 0.944
H -2.159 -2.007 2.150
O -3.189 -2.057 1.023
H -1.377 1.304 3.053
H -1.820 -0.237 3.297
O -2.133 0.713 3.354
H -0.672 -1.151 -3.499
H -1.353 -1.804 -1.757
O -0.688 -0.792 -2.651
H 0.493 2.246 -1.519
H 0.449 3.693 -0.959
O 0.483 2.797 -0.674
H 0.015 -2.546 2.538
H 0.740 -3.245 1.300
O 0.882 -2.714 2.145
H -2.359 1.987 -1.261
H -1.218 2.441 -0.365
O -2.129 2.277 -0.386
H -2.220 -3.081 -1.842
H -2.711 -2.215 0.229
O -1.761 -2.571 -1.211
H -0.425 2.622 1.403
H -0.666 3.280 2.761
O -0.327 2.426 2.360
H -3.157 1.181 0.516
H -3.203 0.737 2.045
O -3.584 0.589 1.117
H -3.313 0.864 -2.925
H -1.851 0.382 -2.706
O -2.394 1.177 -2.851
H 1.167 -3.078 -0.836
H -0.327 -3.359 -0.623
O 0.541 -3.622 -0.344
H -1.974 -2.344 3.673
H 1.486 -0.848 -0.201
O -1.522 -1.870 2.957
H 3.347 0.994 -2.333
H 2.069 0.759 -3.122
O 2.907 0.377 -2.957
H 2.216 -0.941 -2.120
H 0.655 -1.268 -2.070
O 1.557 -1.455 -1.600